1.
C48H64N3OP2PdSSi3 | ωB97M-V/def2-TZVPD

Geometry (Å):
Pd -0.647 -0.071 -0.384
C -3.907 -1.508 1.626
O -2.781 -1.232 0.852
Si -2.385 -2.057 -0.577
C -1.395 -3.623 -0.058
C -4.078 -2.783 -1.152
C -1.695 -1.061 -2.018
Si -2.720 0.422 -2.507
C -1.836 1.783 -3.545
C -3.644 1.238 -1.023
C -4.121 -0.094 -3.726
Si -0.548 -1.918 -3.220
C 1.100 -2.646 -2.579
C -0.057 -0.841 -4.731
C -1.510 -3.376 -4.029
H -4.821 -1.195 1.115
H -3.822 -0.958 2.565
H -3.988 -2.576 1.856
H -1.795 -4.063 0.855
H -0.342 -3.410 0.099
H -1.463 -4.371 -0.839
H -4.445 -3.568 -0.498
H -3.983 -3.199 -2.147
H -4.838 -2.010 -1.198
H -0.761 1.716 -3.428
H -2.135 2.787 -3.265
H -2.066 1.644 -4.594
H -3.077 1.097 -0.101
H -4.612 0.767 -0.873
H -3.812 2.302 -1.166
H -3.684 -0.499 -4.632
H -4.735 0.758 -4.004
H -4.768 -0.856 -3.310
H 1.759 -1.854 -2.233
H 1.621 -3.194 -3.363
H 0.954 -3.319 -1.741
H 0.423 0.079 -4.429
H -0.920 -0.583 -5.332
H 0.644 -1.375 -5.365
H -1.724 -4.160 -3.311
H -0.949 -3.815 -4.849
H -2.459 -3.029 -4.425
C 0.925 1.659 2.327
N 1.260 2.620 1.310
C 2.076 2.070 0.259
P 1.071 1.430 -1.216
C 2.478 1.116 -2.323
C 2.504 1.496 -3.665
C 3.508 1.052 -4.502
C 4.499 0.207 -4.030
C 4.459 -0.220 -2.712
C 3.459 0.224 -1.872
C 0.406 3.084 -1.606
C -0.845 3.312 -1.040
C -1.449 4.549 -1.135
C -0.811 5.568 -1.824
C 0.426 5.344 -2.406
C 1.044 4.111 -2.289
C 1.065 3.970 1.494
C 1.685 4.951 0.701
C 1.500 6.297 0.939
C 0.699 6.742 1.975
C 0.071 5.795 2.762
C 0.238 4.448 2.527
P -0.469 0.436 1.924
C -1.791 1.241 2.902
C -2.323 2.423 2.393
C -3.264 3.138 3.104
C -3.709 2.671 4.331
C -3.229 1.466 4.818
C -2.279 0.751 4.111
C 0.046 -0.814 3.166
C 0.766 -0.524 4.321
C 1.194 -1.545 5.152
C 0.882 -2.862 4.864
C 0.126 -3.155 3.740
C -0.291 -2.135 2.904
H 0.706 2.167 3.264
H 1.793 1.005 2.480
H 2.627 1.212 0.655
H 2.801 2.802 -0.106
H 1.732 2.143 -4.058
H 3.515 1.364 -5.536
H 5.286 -0.133 -4.686
H 5.205 -0.909 -2.341
H 3.407 -0.146 -0.859
H -1.336 2.465 -0.564
H -2.417 4.723 -0.684
H -1.276 6.540 -1.913
H 0.922 6.145 -2.940
H 2.023 3.959 -2.723
H 2.319 4.685 -0.128
H 2.005 7.013 0.308
H 0.565 7.797 2.163
H -0.561 6.107 3.583
H -0.310 3.767 3.160
H -1.964 2.781 1.438
H -3.639 4.069 2.706
H -4.423 3.244 4.906
H -3.588 1.091 5.767
H -1.909 -0.185 4.507
H 0.988 0.497 4.594
H 1.774 -1.297 6.031
H 1.219 -3.652 5.522
H -0.123 -4.181 3.513
H -0.875 -2.336 2.021
C 4.828 -4.346 3.507
C 3.911 -4.347 2.330
C 3.732 -5.391 1.462
C 2.840 -5.228 0.378
N 2.229 -4.069 0.141
C 2.426 -3.035 0.932
S 1.844 -1.496 0.654
N 3.212 -3.192 2.083
C 2.537 -6.340 -0.574
H 5.366 -5.287 3.571
H 4.264 -4.197 4.430
H 5.553 -3.536 3.415
H 4.265 -6.318 1.613
H 3.285 -2.392 2.693
H 3.268 -7.141 -0.491
H 2.525 -5.951 -1.588
H 1.544 -6.735 -0.360

Forces on atoms 1 to 3 (eV/Å):
Pd 1.8397 1.0362 0.5214
C -0.2800 -0.1603 0.0542
O -0.2282 -0.1327 0.1408

Values from the calculation:
- orbital gap (eV) = 4.3
- total charge = -1
- highest occupied orbital energy (eV) = -2.6

=====

2.
C4H8N | ωB97M-V/def2-TZVPD

Geometry (Å):
C -0.904 1.171 0.316
C -0.790 -1.036 0.314
C 0.087 0.067 0.298
C 1.509 0.039 -0.091
N -1.182 0.097 -0.633
H -1.620 1.154 1.072
H -0.625 2.181 -0.081
H 0.046 -2.120 -0.249
H -1.413 -1.494 1.076
H 2.160 -0.167 0.803
H 1.946 0.904 -0.529
H 1.680 -0.881 -0.648
H -0.895 0.084 -1.648

Forces on atoms 1 to 3 (eV/Å):
C 1.6181 1.3635 -0.6693
C 3.1092 -4.9165 -2.2064
C 0.3261 2.0870 0.9405

Values from the calculation:
- orbital gap (eV) = 12.6
- total charge = +1
- highest occupied orbital energy (eV) = -16.2

=====

3.
C23H27BMnN3O3S2 | ωB97M-V/def2-TZVPD

Geometry (Å):
Mn -2.087 -2.972 -0.664
C 2.471 -0.592 -1.556
C 2.734 -1.961 -0.952
N 2.033 -2.165 0.328
C 2.727 -1.712 1.554
C 2.164 -0.412 2.107
C 0.827 -2.684 0.432
S 0.048 -3.148 -1.112
N 0.341 -2.876 1.652
C -0.909 -3.109 1.971
O -1.903 -3.078 1.144
C -1.231 -3.390 3.376
C -2.554 -3.624 3.754
C -2.854 -3.888 5.078
C -1.841 -3.918 6.027
C -0.522 -3.685 5.655
C -0.215 -3.420 4.333
H 3.041 -0.488 -2.479
H 2.772 0.208 -0.880
H 1.416 -0.463 -1.797
H 3.794 -2.095 -0.741
H 2.454 -2.754 -1.642
H 3.774 -1.596 1.284
H 2.650 -2.510 2.290
H 2.233 0.394 1.377
H 2.735 -0.122 2.989
H 1.121 -0.533 2.397
H -3.338 -3.599 3.011
H -3.879 -4.070 5.373
H -2.079 -4.124 7.062
H 0.263 -3.710 6.398
H 0.805 -3.235 4.031
C 0.391 5.673 -1.855
C -0.122 4.499 -2.688
C -1.466 4.899 -3.312
C 0.896 4.214 -3.801
C -0.316 3.234 -1.850
C -0.056 3.199 -0.478
C -0.233 2.054 0.300
C -0.678 0.937 -0.357
O -0.936 -0.340 0.145
B -1.353 -1.041 -0.963
O -1.377 -0.310 -2.112
C -0.944 0.954 -1.713
C -0.777 2.073 -2.486
H 0.512 6.544 -2.500
H 1.363 5.459 -1.405
H -0.309 5.946 -1.063
H -1.343 5.802 -3.912
H -2.209 5.101 -2.539
H -1.859 4.119 -3.965
H 1.045 5.109 -4.408
H 0.559 3.416 -4.465
H 1.861 3.923 -3.382
H 0.294 4.093 0.017
H -0.038 2.054 1.364
H -0.999 2.047 -3.543
S -3.123 -2.554 -5.023
C -2.954 -2.794 -3.495
N -2.822 -2.980 -2.313

Forces on atoms 1 to 3 (eV/Å):
Mn 0.0610 0.0912 -0.0047
C 0.0013 -0.0072 -0.0058
C -0.0018 0.0072 0.0004

Values from the calculation:
- orbital gap (alpha / beta) (eV) = 6.1 / 7.2
- total charge = +1
- highest occupied orbital energy (alpha / beta) (eV) = -11.5 / -11.5
- 2S+1 = 4

=====

4.
C7H14O | ωB97M-V/def2-TZVPD

Geometry (Å):
C 0.207 0.836 0.028
C -1.257 1.415 -0.143
C -1.891 0.154 0.189
C -1.432 -1.277 -0.214
C 1.174 -1.459 -0.320
C 2.025 -0.179 0.267
C 1.678 1.233 -0.214
H 0.084 0.030 -0.810
H 0.312 0.555 1.175
H -1.456 2.281 0.460
H -1.861 1.714 -1.075
H -3.105 0.280 -0.016
H -1.986 0.133 1.414
H -1.402 -1.514 -1.308
H -2.155 -2.001 0.140
H 1.560 -2.351 0.054
H 1.174 -1.317 -1.410
H 3.177 -0.453 0.243
H 1.331 -0.274 1.506
H 2.261 1.831 -1.064
H 1.605 2.143 0.792
O -0.042 -1.781 0.305

Forces on atoms 1 to 3 (eV/Å):
C -2.0431 1.5118 -3.7916
C 1.2377 1.2101 -2.1287
C -6.0810 -1.8275 5.0506

Values from the calculation:
- orbital gap (eV) = 10.1
- highest occupied orbital energy (eV) = -9.1

=====

5.
C4H13N2O | ωB97M-V/def2-TZVPD

Geometry (Å):
C 0.350 1.613 -0.705
O 1.268 0.573 -0.264
C -1.052 1.056 -0.733
C -2.096 2.145 -0.825
H 0.425 2.465 -0.026
H 0.640 1.928 -1.703
H 2.159 0.900 -0.440
H -1.123 0.367 -1.575
H -1.234 0.454 0.163
H -2.081 2.675 -1.776
H -3.105 1.771 -0.687
H -1.925 2.899 -0.051
N 0.327 -2.328 -0.207
C 0.448 -2.293 1.095
N 0.722 -1.210 1.756
H 0.484 -1.492 -0.765
H 0.064 -3.181 -0.668
H 0.335 -3.217 1.645
H 0.862 -1.268 2.751
H 0.900 -0.342 1.244

Forces on atoms 1 to 3 (eV/Å):
C 0.0416 -0.0385 0.1854
O -0.1128 0.2578 -0.2649
C 0.0617 -0.3981 0.0614

Values from the calculation:
- orbital gap (eV) = 11.7
- total charge = +1
- highest occupied orbital energy (eV) = -14.8

=====

6.
C4H14NO2 | ωB97M-V/def2-TZVPD

Geometry (Å):
O 1.396 1.664 -0.210
C 1.496 0.560 0.684
C 0.119 -0.065 0.837
N -0.416 -0.447 -0.502
C -1.862 -0.813 -0.471
C 0.174 -1.280 1.780
H 2.017 2.362 0.038
H 1.851 0.842 1.675
H 2.177 -0.178 0.260
H -0.538 0.664 1.291
H -0.322 0.347 -1.164
H 0.107 -1.240 -0.865
H -2.077 -1.435 -1.330
H -2.474 0.086 -0.481
H -2.042 -1.426 0.410
H 0.831 -1.017 2.609
H -0.757 -1.458 2.305
H 0.589 -2.136 1.273
H 0.125 2.135 -2.118
H -0.015 1.401 -3.456
O -0.379 1.434 -2.565

Forces on atoms 1 to 3 (eV/Å):
O 0.0318 0.2433 0.2187
C -0.2243 -0.0181 -0.4436
C 0.4910 -0.4672 0.9493

Values from the calculation:
- orbital gap (eV) = 12.2
- total charge = +1
- highest occupied orbital energy (eV) = -14.9

=====

7.
C55H139N9O19 | ωB97M-V/def2-TZVPD

Geometry (Å):
C 3.931 -5.466 1.190
O 4.195 -5.286 2.563
C 5.068 -6.255 3.089
C 5.014 -6.154 4.656
N 6.193 -6.681 5.203
C 6.297 -6.473 6.657
C 7.622 -6.970 7.149
O 7.589 -8.298 7.723
C 7.128 -8.432 9.074
H 3.222 -4.730 0.811
H 3.589 -6.489 1.030
H 4.885 -5.317 0.684
H 6.061 -6.003 2.717
H 4.816 -7.240 2.697
H 4.145 -6.685 5.044
H 4.899 -5.102 4.914
H 6.375 -7.659 5.027
H 5.406 -6.932 7.085
H 6.164 -5.414 6.880
H 8.092 -6.348 7.911
H 8.426 -7.029 6.415
H 7.045 -9.501 9.268
H 6.190 -7.880 9.132
H 7.819 -8.069 9.835
C -6.251 7.596 -10.033
O -5.696 6.690 -9.027
C -5.250 7.282 -7.809
C -4.633 6.282 -6.835
N -3.389 5.747 -7.290
C -2.224 6.566 -7.116
C -1.012 6.162 -7.982
O -1.177 6.164 -9.381
C -1.515 7.445 -9.931
H -6.873 7.071 -10.758
H -5.529 8.301 -10.446
H -6.999 8.170 -9.487
H -6.060 7.850 -7.350
H -4.623 8.118 -8.117
H -5.432 5.571 -6.625
H -4.394 6.669 -5.844
H -3.356 5.664 -8.296
H -2.018 6.526 -6.046
H -2.430 7.598 -7.402
H -0.620 5.178 -7.725
H -0.196 6.845 -7.746
H -1.743 7.446 -10.997
H -0.691 8.128 -9.727
H -2.435 7.940 -9.618
C -4.679 6.045 13.490
O -5.263 5.137 12.541
C -5.900 3.960 13.030
C -6.653 3.245 11.866
N -5.800 2.627 10.840
C -6.629 2.121 9.706
C -5.622 1.982 8.534
O -5.041 3.210 8.246
C -4.011 3.215 7.326
H -4.071 5.455 14.176
H -5.475 6.566 14.023
H -4.105 6.848 13.028
H -6.666 4.237 13.755
H -5.245 3.261 13.550
H -7.185 4.036 11.337
H -7.308 2.503 12.323
H -5.190 3.344 10.474
H -7.480 2.762 9.473
H -7.099 1.174 9.971
H -6.139 1.626 7.643
H -4.864 1.243 8.795
H -4.366 2.845 6.364
H -3.151 2.578 7.533
H -3.663 4.229 7.133
C 5.920 1.211 1.935
O 5.089 2.289 2.070
C 3.817 1.981 2.642
C 3.021 3.292 2.960
N 3.738 4.083 3.913
C 3.091 5.372 4.150
C 4.001 6.377 4.889
O 5.071 6.677 3.968
C 5.950 7.627 4.530
H 6.860 1.526 1.482
H 5.546 0.501 1.198
H 6.122 0.749 2.902
H 3.981 1.434 3.570
H 3.267 1.366 1.930
H 2.008 3.048 3.280
H 3.006 3.885 2.045
H 4.682 4.240 3.589
H 2.234 5.253 4.813
H 2.673 5.822 3.249
H 4.484 5.938 5.761
H 3.472 7.281 5.192
H 6.766 7.786 3.824
H 6.264 7.278 5.514
H 5.493 8.612 4.623
C -5.879 5.226 1.408
O -4.686 5.887 0.917
C -4.628 7.249 1.192
C -3.136 7.610 1.049
N -2.828 8.997 0.965
C -3.214 9.740 2.175
C -2.555 9.337 3.495
O -3.505 8.594 4.218
C -3.050 8.199 5.533
H -5.877 5.148 2.495
H -5.885 4.202 1.034
H -6.756 5.726 0.998
H -4.873 7.572 2.204
H -5.215 7.815 0.469
H -2.716 7.066 0.202
H -2.595 7.105 1.849
H -1.855 9.092 0.714
H -4.303 9.784 2.192
H -2.926 10.781 2.025
H -2.220 10.207 4.061
H -1.616 8.806 3.344
H -2.930 9.095 6.143
H -2.082 7.701 5.486
H -3.824 7.584 5.992
C -2.697 -1.243 -8.877
O -2.822 -2.457 -9.695
C -2.050 -3.586 -9.265
C -2.179 -4.737 -10.283
N -1.116 -4.766 -11.243
C -1.174 -3.583 -12.213
C 0.014 -3.638 -13.178
O -0.135 -2.647 -14.233
C 0.851 -2.804 -15.251
H -3.112 -1.376 -7.877
H -3.178 -0.360 -9.300
H -1.667 -0.952 -8.671
H -2.539 -4.130 -8.457
H -1.022 -3.368 -8.976
H -3.125 -4.709 -10.823
H -2.134 -5.659 -9.703
H -0.251 -4.684 -10.729
H -1.291 -2.638 -11.683
H -2.020 -3.726 -12.886
H 0.026 -4.629 -13.632
H 0.996 -3.570 -12.709
H 0.565 -3.722 -15.764
H 1.884 -2.758 -14.908
H 0.693 -1.976 -15.941
C -2.132 -3.055 5.679
O -1.666 -3.254 6.938
C -0.262 -2.968 7.009
C 0.214 -2.668 8.491
N -0.220 -3.677 9.505
C 0.376 -3.416 10.843
C -0.120 -4.430 11.918
O 0.524 -4.407 13.199
C 1.896 -4.841 13.148
H -3.220 -3.122 5.686
H -1.724 -3.809 5.006
H -1.938 -2.054 5.293
H 0.166 -2.247 6.312
H 0.218 -3.877 6.646
H -0.060 -1.666 8.822
H 1.302 -2.693 8.431
H -1.229 -3.655 9.522
H 0.272 -2.392 11.202
H 1.446 -3.624 10.824
H -0.108 -5.453 11.541
H -1.193 -4.292 12.055
H 2.230 -5.127 14.145
H 2.548 -4.020 12.849
H 2.044 -5.720 12.520
C 13.271 -4.343 -6.838
O 12.481 -3.409 -7.511
C 11.239 -3.049 -6.896
C 10.406 -2.159 -7.818
N 10.923 -0.843 -8.093
C 10.823 0.131 -6.992
C 9.432 0.582 -6.480
O 8.899 -0.355 -5.530
C 7.461 -0.040 -5.342
H 13.610 -3.902 -5.900
H 14.135 -4.523 -7.477
H 12.676 -5.233 -6.638
H 11.370 -2.526 -5.949
H 10.644 -3.909 -6.589
H 9.349 -2.124 -7.553
H 10.402 -2.800 -8.700
H 11.915 -0.912 -8.273
H 11.336 1.087 -7.100
H 11.321 -0.270 -6.109
H 8.713 0.715 -7.288
H 9.461 1.480 -5.864
H 7.328 1.025 -5.148
H 7.000 -0.627 -4.549
H 6.796 -0.284 -6.170
C -7.333 -9.440 -8.000
O -7.299 -9.009 -6.654
C -6.563 -9.897 -5.760
C -6.819 -9.651 -4.275
N -6.183 -8.440 -3.813
C -6.574 -8.180 -2.449
C -6.119 -6.764 -2.128
O -6.692 -5.888 -3.063
C -6.262 -4.546 -2.846
H -7.865 -10.390 -8.043
H -6.352 -9.631 -8.437
H -7.876 -8.713 -8.604
H -5.502 -9.815 -5.995
H -6.884 -10.923 -5.940
H -6.496 -10.516 -3.695
H -7.882 -9.543 -4.059
H -6.571 -7.738 -4.427
H -5.997 -8.753 -1.724
H -7.604 -8.386 -2.158
H -5.033 -6.732 -2.218
H -6.423 -6.621 -1.091
H -6.648 -3.990 -3.701
H -5.173 -4.578 -2.807
H -6.671 -4.139 -1.922
C -0.662 1.472 -2.062
O -1.280 1.786 -0.854
H -0.988 2.175 -2.828
H 0.422 1.483 -1.941
H -0.901 0.512 -2.520
H -2.061 2.331 -0.973

Forces on atoms 1 to 3 (eV/Å):
C 0.8702 -0.1019 0.3552
O -1.1975 0.3926 0.3289
C -0.1161 0.8147 0.6997

Values from the calculation:
- orbital gap (eV) = 8.9
- highest occupied orbital energy (eV) = -8.6
- SMILES = COCCNCCOC.COCCNCCOC.COCCNCCOC.COCCNCCOC.COCCNCCOC.COCCNCCOC.COCCNCCOC.COCCNCCOC.COCCNCCOC.CO

=====

Q: Which DFT total energy values were calculated for the entries above? A: -113863.763 -5756.904 -88566.064 -9524.846 -9380.889 -9954.097 -111584.399, in eV.
Q: Which ΔE to the lowest compared entry with this formula, charge and spin values were calculated for the entries above? A: 16.2 68.3 0.0 205.7 16.0 15.3 107.5, in kcal per mole.